1.
{"formula": "C18H24N2O3S", "method": "ωB97M-V with the def2-TZVPD basis set", "homo_lumo_gap_ha": 0.271, "e_above_lowest_kcal_mol": 418.1, "e_lumo_ha": 0.005, "elements": ["C", "H", "C", "C", "S", "N", "O", "H", "H", "N", "H", "H", "O", "C", "H", "C", "C", "C", "C", "C", "C", "C", "C", "H", "C", "H", "C", "O", "H", "H", "H", "C", "H", "H", "H", "C", "H", "H", "H", "H", "H", "C", "C", "H", "H", "H", "H", "H"], "coordinates": [[0.7475, 1.2241, 0.3357], [-1.7368, 3.8515, -3.7711], [0.9412, 3.7356, -0.0022], [0.2374, 2.4248, 0.1421], [-1.7743, -1.4583, 0.0882], [-2.0599, 1.2447, -0.0681], [1.7893, 3.5914, -0.8546], [-1.1041, 4.8696, -2.4282], [4.0837, 3.4099, 0.6080], [1.8020, -1.6885, 1.1225], [2.6807, 1.8498, 1.2467], [-0.3575, -6.1381, 0.4555], [-1.3760, -4.3373, 0.3586], [2.7564, 1.5743, -2.0077], [-2.1781, -6.0738, 0.3769], [2.3764, 1.4840, 0.5501], [-1.3420, 3.9016, -2.6613], [-1.1795, 0.0009, -0.0613], [2.8281, 2.4076, -0.5839], [0.2084, 0.0299, 0.2675], [0.7888, -1.3895, 0.6363], [-0.3998, -2.1477, 0.5420], [-1.7384, -6.0015, 2.1692], [-0.6241, -5.7023, 2.9007], [-0.2833, -3.6810, 0.7773], [1.1192, 3.8286, 1.1570], [-1.3375, -5.7689, 0.7795], [0.9159, -4.2462, 1.0523], [1.9762, -2.5459, 1.1859], [-1.7478, 4.4422, -0.1585], [3.3818, 0.9121, -1.9017], [-2.5848, 3.3806, -1.9099], [2.8710, 0.6526, 0.5502], [-3.3261, 3.3204, 0.0718], [0.0594, 4.5376, -0.3157], [-1.4224, 2.3581, -0.1247], [1.7488, 1.4906, -2.0273], [-0.5982, 3.0835, -2.5856], [-1.6585, -7.1838, 2.2107], [-2.6131, -5.5363, 2.5206], [4.8204, 2.1065, -0.2270], [-2.4132, 3.3961, -0.6065], [4.1975, 2.8430, -0.4936], [4.4737, 3.5936, -1.0998], [-2.8484, 2.3802, -2.2499], [2.4925, -0.8520, 1.7651], [-3.3805, 4.2025, -2.1172], [2.9436, 2.4203, -2.8839]], "mulliken_charge": [1.977, 0.331, -0.697, 0.479, -0.564, -0.585, -0.264, 0.415, 0.329, -0.129, 1.880, 0.392, -0.349, -2.025, 0.427, -4.052, -1.090, 0.062, 1.463, -0.579, -0.396, 0.189, -1.010, 0.213, 0.655, 0.237, -0.383, -0.778, 0.231, 0.266, 0.741, -0.378, 1.117, 0.246, 0.219, 0.090, 0.554, 0.167, 0.319, 0.362, 0.437, -0.599, -1.640, 0.443, 0.353, 0.394, 0.288, 0.240]}



2.
{"formula": "C5H11P", "method": "ωB97M-V with the def2-TZVPD basis set", "homo_lumo_gap_ha": [0.302, 0.290], "e_above_lowest_kcal_mol": 73.6, "multiplicity": 3, "e_lumo_ha": [0.037, -0.044], "elements": ["H", "H", "H", "C", "C", "H", "C", "H", "H", "H", "P", "H", "H", "H", "C", "H", "C"], "coordinates": [[0.2529, 1.1894, 2.9977], [-0.3698, 1.4930, -1.8899], [-2.4694, -0.2486, 1.2364], [-0.3914, -1.0053, 0.5503], [-0.3640, 0.4798, 0.6493], [-0.3110, -1.6998, 1.4516], [-1.6739, -0.1783, 0.3302], [0.2206, -1.6430, -1.3633], [1.5026, 1.8892, 1.5400], [1.3776, 1.1186, -1.8150], [0.0107, 1.8349, 1.8224], [-1.9651, -0.0594, -0.7024], [1.5268, -1.7935, -0.3494], [0.0543, -2.8556, -0.2523], [0.6005, 1.7021, -1.4810], [0.7292, 2.7174, -1.1530], [0.4125, -1.9021, -0.3744]], "mulliken_spin": [0.037, 0.021, 0.031, 0.011, 0.783, 0.042, 0.003, -0.002, 0.016, 0.029, 0.020, 0.016, 0.002, -0.006, 0.927, 0.028, 0.041]}



3.
{"formula": "C3H3I3O", "method": "ωB97M-V with the def2-TZVPD basis set", "homo_lumo_gap_ha": [0.278, 0.208], "e_above_lowest_kcal_mol": 35.4, "e_lumo_ha": [-0.088, -0.119], "elements": ["H", "C", "I", "I", "C", "I", "H", "C", "O", "H"], "coordinates": [[-1.3277, -0.0649, 0.8700], [0.6892, 1.0926, -0.3035], [0.5884, -0.8943, 2.6567], [-1.6016, 1.2027, -2.5092], [0.3272, -0.2958, -0.2030], [1.3265, -1.6402, -1.4079], [-0.0163, 1.5966, 0.3844], [-0.5951, -0.7564, 0.8121], [1.6834, 1.5371, -0.8131], [-1.0739, -1.7775, 0.5135]], "mulliken_charge": [0.427, -0.039, 0.148, 0.007, -0.153, 0.255, 0.378, -0.990, -0.471, 0.438]}



4.
{"formula": "C22H66O11", "method": "ωB97M-V with the def2-TZVPD basis set", "homo_lumo_gap_ha": 0.357, "e_above_lowest_kcal_mol": 68.8, "smiles": "CCO.CCO.CCO.CCO.CCO.CCO.CCO.CCO.CCO.CCO.CCO", "e_lumo_ha": 0.009, "elements": ["H", "C", "C", "H", "H", "C", "C", "H", "H", "C", "H", "H", "C", "O", "H", "H", "H", "H", "H", "C", "H", "C", "H", "H", "H", "H", "H", "C", "H", "H", "H", "H", "H", "H", "C", "O", "H", "H", "H", "C", "H", "H", "H", "O", "O", "O", "H", "H", "O", "C", "H", "H", "H", "H", "H", "H", "C", "O", "H", "H", "H", "O", "H", "C", "H", "H", "C", "H", "H", "H", "C", "C", "H", "H", "H", "H", "H", "H", "H", "H", "H", "O", "C", "H", "H", "C", "H", "H", "H", "C", "C", "H", "H", "H", "O", "H", "C", "O", "H"], "coordinates": [[0.6814, -3.6190, 0.0058], [-0.9152, -2.8503, -5.3758], [-3.4333, 2.7823, 1.8234], [-3.9281, -1.0604, 1.4761], [-0.4061, 2.0179, -5.9606], [-0.2529, -1.9566, -4.3420], [-3.0384, 1.6063, 2.6914], [-3.8543, 0.9667, 3.0407], [-2.4942, 3.2082, 1.4404], [0.3453, 2.3125, 5.1569], [3.8822, -2.2767, -0.4411], [-2.4765, 3.5213, -1.3005], [4.7741, 1.1080, 1.6616], [-1.0874, -0.7300, 6.4660], [1.3592, -5.6822, -1.1921], [-2.6436, 1.9552, 3.6531], [1.7669, 1.0285, -5.1666], [2.8291, -0.8684, -2.6370], [-0.6206, 1.4381, -4.3197], [-1.4638, 3.8298, -1.5490], [1.2297, 2.2324, 3.1100], [-4.1053, -2.1361, 1.5129], [-2.0033, -2.7967, -5.2790], [-1.6559, -2.4228, 5.5271], [-5.2260, -1.9468, 3.3175], [3.9154, 0.2864, -1.8968], [-3.9490, 2.4749, 0.9076], [-1.4643, 4.7823, -2.7376], [-1.2309, 6.5825, -2.0957], [-0.8977, 2.9369, -1.8383], [-0.2809, 1.4100, 3.2714], [0.7508, -1.2215, 0.4973], [-0.9542, 1.0292, -0.4608], [-2.2207, 0.9846, 2.3292], [0.5255, -3.7191, -1.0717], [1.0227, 1.1656, 5.6780], [-2.0744, 4.3687, -3.5437], [0.8150, 3.2212, 5.5279], [5.1441, -0.7186, 1.2115], [-0.1062, -0.5403, 0.5154], [-0.2424, 3.1696, 3.3275], [-0.6933, 2.3019, 5.5068], [-0.3870, -3.1756, -1.3388], [4.6382, -1.7245, -0.6689], [0.3542, 0.0732, -1.7853], [5.2499, -0.1880, 2.0125], [4.8877, 1.7568, 2.5258], [-0.5795, -3.8764, -5.2191], [1.1844, -2.2167, -4.3267], [0.0471, 0.5816, -0.4893], [-4.8936, -3.6104, 2.8900], [0.2291, -5.2971, -2.4942], [3.2800, 0.4429, 0.2227], [-1.4931, -0.4410, 4.0376], [0.1614, -2.3073, 5.7204], [2.9259, 2.0209, 0.9423], [4.7435, -1.6859, -2.0818], [-3.0204, -2.8562, 0.9396], [-4.6298, 4.3279, 2.1358], [-0.3306, -0.9042, -4.6245], [4.1040, -0.1204, -3.5877], [1.7455, 2.0039, -3.3505], [-0.4572, 4.8204, -3.1638], [3.3436, 1.0269, 1.1376], [-0.4264, -5.6921, -0.9344], [-3.5781, -2.6257, 3.5625], [3.8726, -0.5391, -2.6070], [2.0222, 2.7814, -5.2133], [2.6924, 0.6046, 1.9081], [-0.5665, -2.1024, -3.3143], [-4.4564, -2.6117, 2.9200], [0.2784, 2.2565, 3.6473], [0.2966, -0.8877, -1.7616], [-1.5604, -1.1396, 7.1922], [0.2382, -0.7758, 3.8980], [5.7620, -1.5027, -2.4292], [1.5340, -1.9854, -5.1914], [-0.2599, 3.1818, -4.7132], [1.4424, 1.1917, -2.9181], [4.4099, -2.6353, -2.5090], [-3.3721, -3.5699, 0.4052], [-1.9892, 6.0621, -2.3790], [-0.0492, 2.1320, -4.9311], [0.8104, 1.3069, -0.2113], [5.3820, 1.5428, 0.8582], [1.4583, 1.9891, -4.7311], [-0.6905, -2.6165, -6.4170], [-0.3119, -0.1662, 1.5159], [-0.9775, -1.1265, 0.2000], [-0.7705, -1.7747, 5.5295], [-0.7366, -1.2204, 4.0980], [-4.9785, -2.2680, 0.8615], [-0.8759, 4.2411, -0.7280], [1.5703, -2.7387, -2.5123], [1.6873, -3.1388, -1.6377], [-0.9188, -2.0242, 3.3861], [0.4134, -5.1944, -1.4192], [-4.1482, 3.6724, 2.6478], [0.3702, 0.5473, 6.0472]], "mulliken_charge": [0.255, -1.403, -0.242, -0.037, 0.382, 0.766, -0.259, 0.446, 0.055, -0.501, 0.253, 0.217, -0.614, -0.566, 0.297, 0.310, 0.098, -0.133, 0.165, 0.023, 0.225, -0.047, 0.363, 0.463, 0.345, 0.181, 0.338, -0.603, 0.322, -0.219, -0.279, 0.350, 0.111, -0.358, 0.169, -0.549, 0.292, 0.372, 0.361, -0.617, 0.352, 0.249, 0.085, -0.505, 0.134, -0.557, 0.376, 0.322, -0.631, 0.061, 0.366, 0.277, -0.111, 0.055, 0.261, 0.386, -0.575, -0.422, 0.318, -0.173, 0.514, -0.480, 0.276, -0.183, 0.387, 0.041, -0.264, 0.457, 0.070, 0.035, -0.888, -0.280, -0.127, 0.298, 0.449, 0.376, 0.324, 0.115, 0.135, 0.232, 0.254, -0.541, -0.812, 0.275, 0.280, -0.199, 0.365, -0.535, 0.489, -0.682, -0.597, 0.417, 0.255, 0.090, -0.344, 0.412, -1.342, -0.547, 0.275]}